(1)
Density functional theory data (wB97M-V/def2-TZVPD) for a molecular structure, C45H90NO13Rb in a non-equilibrium geometry.

The relative energy (zero: lowest compared OMol25 entry of this formula, charge and spin) is 3.5020 eV. As for the total energy: -76879.5667 eV. The value obtained for the HOMO energy is -4.356 eV. The largest force on an atom comes out at 0.0767 Eh/bohr. The calculation puts the orbital gap at 2.455 eV. Its LUMO energy is -1.9 eV.

Each line ends with the Löwdin charge.
Cartesian coordinates (Å):
Rb (0.0322, 0.9161, 6.9787)  0.780
C (-2.0781, -1.4871, -0.1187)  -0.052
C (-1.1298, -0.8770, 0.9036)  -0.508
C (0.2263, -0.7501, 0.2062)  -0.176
C (0.3584, 0.3742, -0.8323)  -0.182
C (0.0348, 1.7256, -0.1535)  -0.162
C (-1.3355, 1.7107, 0.5650)  -0.470
N (-1.4464, 0.4789, 1.4446)  -0.178
O (-2.5678, 0.5845, 2.3269)  -0.326
C (-2.4957, 1.9267, -0.5169)  -0.035
C (-1.3410, 3.0297, 1.3879)  -0.073
C (-0.9177, -1.9088, 2.0933)  -0.045
H (-3.1129, -1.4439, 0.2211)  0.082
H (-1.7677, -2.5106, -0.3292)  0.075
H (-2.0261, -0.9667, -1.0751)  0.053
H (0.5342, -1.6858, -0.2602)  0.112
H (0.9675, -0.5136, 0.9696)  0.105
H (-0.2644, 0.1636, -1.7017)  0.095
H (1.3665, 0.3854, -1.2465)  0.097
H (0.0784, 2.5561, -0.8582)  0.105
H (0.8382, 1.9293, 0.5545)  0.104
H (-2.3573, 2.8476, -1.0835)  0.069
H (-3.4792, 2.0109, -0.0547)  0.065
H (-2.6168, 1.0418, -1.1417)  0.049
H (-0.6207, 2.8866, 2.1933)  0.067
H (-2.3489, 3.1959, 1.7683)  0.066
H (-0.9952, 3.8960, 0.8239)  0.071
H (-0.6058, -2.8863, 1.7254)  0.067
H (-1.8345, -2.0339, 2.6694)  0.062
H (-0.1877, -1.5321, 2.8097)  0.060
C (5.7596, -4.7089, 2.9694)  -0.030
C (6.4604, -4.4432, 1.6766)  -0.492
O (7.2986, -5.2221, 1.2261)  0.046
C (6.1226, -3.1849, 0.8965)  -0.024
H (4.6936, -4.6247, 2.7579)  0.081
H (6.0319, -3.9177, 3.6680)  0.088
H (5.8627, -5.7255, 3.3489)  0.084
H (6.0936, -2.2750, 1.4960)  0.078
H (5.1598, -3.3557, 0.4148)  0.087
H (6.9442, -2.9963, 0.2055)  0.083
C (-7.7722, -1.3870, -2.9062)  -0.027
C (-8.0008, 0.0038, -2.3122)  -0.463
O (-7.9429, 1.0140, -3.0140)  0.042
C (-8.3155, 0.1238, -0.8250)  -0.028
H (-8.7197, -1.9129, -2.7893)  0.082
H (-6.9211, -1.8203, -2.3808)  0.078
H (-7.4257, -1.4493, -3.9378)  0.077
H (-9.2111, -0.4058, -0.5000)  0.079
H (-8.3280, 1.1733, -0.5308)  0.080
H (-7.4983, -0.2925, -0.2360)  0.080
C (6.1462, 3.9722, -1.2535)  -0.024
C (7.0144, 2.9707, -1.9613)  -0.520
O (7.8843, 2.3793, -1.3470)  0.051
C (6.7957, 2.7302, -3.4055)  -0.026
H (6.7181, 4.8977, -1.3215)  0.093
H (6.0738, 3.7046, -0.1994)  0.082
H (5.1465, 4.0702, -1.6768)  0.081
H (6.2688, 1.7784, -3.4732)  0.095
H (7.7306, 2.5906, -3.9482)  0.088
H (6.2495, 3.5348, -3.8979)  0.081
C (0.0128, 3.6366, -7.0385)  -0.025
C (0.6721, 3.5485, -8.4349)  -0.434
O (0.0498, 3.0023, -9.3863)  0.013
C (2.0175, 4.2661, -8.6010)  -0.029
H (-0.9883, 3.2161, -6.9429)  0.082
H (-0.0311, 4.7207, -6.9340)  0.075
H (0.7719, 3.3200, -6.3232)  0.077
H (2.7618, 4.0675, -7.8298)  0.079
H (1.8281, 5.3378, -8.5401)  0.081
H (2.3699, 4.0676, -9.6131)  0.080
C (0.2099, -4.0826, 10.9366)  -0.032
C (1.5771, -4.0284, 10.3132)  -0.471
O (1.7691, -3.5188, 9.2126)  0.037
C (2.7111, -4.3780, 11.2981)  -0.018
H (0.0872, -3.1686, 11.5176)  0.093
H (0.1760, -4.9454, 11.6018)  0.076
H (-0.6293, -4.2250, 10.2557)  0.085
H (2.3875, -5.1546, 11.9910)  0.072
H (2.9242, -3.4441, 11.8181)  0.091
H (3.5725, -4.8035, 10.7833)  0.083
C (1.1495, -10.6658, -0.2596)  -0.034
C (1.4060, -9.2014, -0.3334)  -0.493
O (0.4966, -8.4100, -0.6002)  0.046
C (2.8553, -8.7958, -0.0672)  -0.024
H (0.0827, -10.7533, -0.4655)  0.086
H (1.4697, -11.1581, 0.6587)  0.088
H (1.6870, -11.0793, -1.1130)  0.089
H (3.5586, -9.2791, -0.7453)  0.085
H (3.0388, -9.0717, 0.9712)  0.080
H (2.9322, -7.7087, -0.0464)  0.077
C (-3.3056, -7.7173, 3.9027)  -0.021
C (-2.4285, -8.8622, 4.3385)  -0.453
O (-2.7794, -10.0644, 4.2181)  0.020
C (-1.0674, -8.5681, 4.9572)  -0.037
H (-4.2155, -8.1698, 3.5086)  0.085
H (-2.7878, -7.2333, 3.0746)  0.090
H (-3.4397, -7.0783, 4.7755)  0.087
H (-0.4458, -7.9717, 4.2894)  0.076
H (-0.4650, -9.4524, 5.1651)  0.077
H (-1.0899, -7.9783, 5.8736)  0.076
C (-3.3176, 12.5458, 3.6912)  -0.026
C (-2.3921, 11.4117, 3.2505)  -0.473
O (-1.2037, 11.4831, 3.5371)  0.044
C (-2.8821, 10.3221, 2.3361)  -0.027
H (-3.7959, 12.9570, 2.8022)  0.077
H (-2.8331, 13.3831, 4.1934)  0.078
H (-4.1019, 12.2013, 4.3652)  0.080
H (-3.4105, 9.5716, 2.9240)  0.084
H (-2.0597, 9.8221, 1.8244)  0.084
H (-3.6594, 10.5994, 1.6241)  0.079
C (-2.6116, -2.7582, -7.1266)  -0.022
C (-2.0319, -4.1333, -6.7216)  -0.489
O (-1.0609, -4.5277, -7.3455)  0.045
C (-2.6836, -4.9399, -5.6513)  -0.026
H (-3.6798, -2.8265, -7.3328)  0.080
H (-1.9707, -2.2561, -7.8514)  0.081
H (-2.5176, -2.1306, -6.2404)  0.074
H (-3.2642, -4.2593, -5.0286)  0.078
H (-1.9162, -5.4146, -5.0398)  0.087
H (-3.2165, -5.7828, -6.0913)  0.092
C (-5.3088, 5.1810, 6.1441)  -0.028
C (-6.3109, 5.9102, 5.2077)  -0.444
O (-6.4282, 7.1242, 5.3046)  0.038
C (-7.0146, 5.1073, 4.0695)  -0.014
H (-4.3041, 4.9660, 5.7803)  0.075
H (-5.7387, 4.2318, 6.4640)  0.071
H (-5.0961, 5.8705, 6.9610)  0.072
H (-7.6547, 4.4027, 4.6006)  0.075
H (-6.2423, 4.5771, 3.5122)  0.083
H (-7.6238, 5.7617, 3.4460)  0.077
C (4.2596, 10.0056, -3.1310)  -0.023
C (3.2669, 8.8854, -3.3837)  -0.498
O (3.6556, 7.9353, -4.0402)  0.043
C (1.8904, 8.9363, -2.7590)  -0.019
H (4.1141, 10.7596, -3.9046)  0.086
H (5.2732, 9.6191, -3.2378)  0.085
H (3.9682, 10.4574, -2.1828)  0.074
H (1.6833, 9.8585, -2.2161)  0.073
H (1.7325, 8.1119, -2.0636)  0.090
H (1.2712, 8.9055, -3.6555)  0.089
C (3.9444, -3.3123, -5.1897)  -0.027
C (4.9683, -3.7685, -6.1961)  -0.489
O (5.2122, -3.1905, -7.2684)  0.042
C (5.7956, -4.9185, -5.7756)  -0.042
H (3.4760, -4.1396, -4.6565)  0.081
H (3.1412, -2.7214, -5.6300)  0.082
H (4.4646, -2.6564, -4.4917)  0.090
H (5.9004, -5.0927, -4.7047)  0.079
H (6.8244, -4.7622, -6.0999)  0.087
H (5.3613, -5.8135, -6.2211)  0.095

(2)
Density functional theory data (wB97M-V/def2-TZVPD) for 10 unconnected molecules or ions with the total composition C45H95N5O15 in a non-equilibrium geometry.

The relative energy (zero: lowest compared OMol25 entry of this formula, charge and spin) is 0.0000 eV. As for the total energy: -86363.1861 eV. The value obtained for the HOMO energy is -8.256 eV. The largest force on an atom comes out at 0.1186 Eh/bohr. The calculation puts the orbital gap at 8.469 eV. Its structure (SMILES) is CCN(CC)CC.CCN(CC)CC.CCN(CC)CC.CCN(CC)CC.CCN(CC)CC.O=C1OCCO1.O=C1OCCO1.O=C1OCCO1.O=C1OCCO1.O=C1OCCO1. Its LUMO energy is 0.2 eV.

Each line ends with the Löwdin charge.
Cartesian coordinates (Å):
C (3.5600, -7.5828, -0.3683)  -0.076
C (2.3984, -7.1186, -1.3328)  -0.204
N (1.1502, -6.8023, -0.5924)  -0.185
C (1.1882, -5.5904, 0.2679)  -0.252
C (1.4312, -4.2906, -0.4946)  -0.102
C (0.5892, -7.8900, 0.2438)  -0.243
C (0.5748, -9.3521, -0.3119)  -0.077
H (4.3427, -7.9721, -1.0194)  0.059
H (3.3207, -8.5210, 0.1323)  0.055
H (4.0865, -6.8598, 0.2547)  0.068
H (2.7000, -6.2066, -1.8480)  0.088
H (2.1496, -7.8413, -2.1098)  0.106
H (0.1880, -5.3946, 0.6544)  0.112
H (1.9092, -5.5430, 1.0840)  0.113
H (1.3206, -3.5046, 0.2525)  0.048
H (2.3972, -4.3256, -0.9983)  0.040
H (0.8206, -4.1256, -1.3822)  0.079
H (-0.4368, -7.5532, 0.3920)  0.105
H (1.1066, -7.8552, 1.2025)  0.104
H (0.3628, -10.0387, 0.5077)  0.073
H (1.5846, -9.5634, -0.6635)  0.039
H (0.1219, -9.6105, -1.2691)  0.071
C (5.2528, 0.9617, -2.0428)  -0.071
C (4.1345, -0.1494, -2.2577)  -0.223
N (4.7711, -1.4447, -2.4814)  -0.177
C (3.7393, -2.4571, -2.4618)  -0.266
C (2.9687, -2.6155, -3.7650)  -0.090
C (5.5785, -1.4661, -3.6961)  -0.258
C (6.4140, -2.7475, -3.8952)  -0.068
H (4.9051, 1.9532, -1.7526)  0.047
H (5.7479, 1.2754, -2.9618)  0.052
H (6.0894, 0.6923, -1.3982)  0.073
H (3.5512, -0.0746, -1.3400)  0.094
H (3.4578, 0.0908, -3.0778)  0.092
H (4.1941, -3.4211, -2.2340)  0.105
H (3.0038, -2.2073, -1.6971)  0.081
H (2.5110, -1.6734, -4.0668)  0.063
H (3.5581, -3.0520, -4.5713)  0.070
H (2.0865, -3.2474, -3.6623)  0.066
H (6.1892, -0.5688, -3.7958)  0.101
H (4.9299, -1.3999, -4.5696)  0.099
H (5.7411, -3.6020, -3.8230)  0.055
H (7.1341, -2.8342, -3.0815)  0.074
H (6.9154, -2.8142, -4.8608)  0.075
C (-5.4260, 5.3750, 3.0065)  -0.091
C (-4.0887, 4.7832, 3.3363)  -0.220
N (-4.1443, 3.8469, 4.5456)  -0.170
C (-3.8033, 2.4334, 4.3939)  -0.220
C (-4.8096, 1.6942, 3.4191)  -0.072
C (-3.4850, 4.4342, 5.6998)  -0.274
C (-4.2537, 5.6395, 6.2864)  -0.081
H (-5.8600, 5.8521, 3.8853)  0.065
H (-6.1548, 4.8111, 2.4244)  0.078
H (-5.2131, 6.2055, 2.3334)  0.074
H (-3.9167, 4.1651, 2.4551)  0.092
H (-3.3250, 5.5606, 3.3120)  0.108
H (-2.7486, 2.2292, 4.2092)  0.093
H (-4.0717, 2.0501, 5.3783)  0.103
H (-4.9062, 0.6618, 3.7551)  0.057
H (-5.8735, 1.9292, 3.4506)  0.075
H (-4.4071, 1.7193, 2.4064)  0.044
H (-2.4503, 4.7389, 5.5427)  0.106
H (-3.4934, 3.6962, 6.5018)  0.104
H (-4.3198, 6.3110, 5.4303)  0.053
H (-3.6136, 6.1503, 7.0058)  0.066
H (-5.1979, 5.4592, 6.8002)  0.076
C (2.1724, 3.3962, -0.5015)  -0.071
C (1.4451, 3.1055, -1.7836)  -0.268
N (1.7760, 4.0158, -2.8655)  -0.160
C (1.3508, 5.4056, -2.6183)  -0.239
C (-0.1346, 5.7091, -2.3262)  -0.054
C (1.1303, 3.6301, -4.1157)  -0.289
C (1.7751, 2.4186, -4.6685)  -0.095
H (1.9132, 2.5717, 0.1626)  0.051
H (1.7798, 4.2287, 0.0823)  0.058
H (3.2400, 3.5599, -0.6481)  0.082
H (1.6996, 2.0594, -1.9541)  0.086
H (0.3625, 3.0559, -1.6670)  0.110
H (1.6551, 5.9530, -3.5104)  0.107
H (2.0472, 5.7883, -1.8722)  0.106
H (-0.2351, 6.7844, -2.1794)  0.079
H (-0.4422, 5.2400, -1.3916)  0.047
H (-0.8228, 5.4087, -3.1163)  0.073
H (0.0602, 3.4602, -3.9971)  0.101
H (1.2242, 4.4119, -4.8694)  0.122
H (1.3837, 2.1981, -5.6617)  0.079
H (2.8348, 2.6383, -4.7983)  0.082
H (1.7369, 1.5408, -4.0234)  0.045
C (1.3544, -0.8849, 0.9492)  -0.035
C (0.3263, 0.1450, 0.3716)  -0.218
N (-0.9714, -0.2955, -0.0813)  -0.172
C (-0.8535, -1.4197, -1.0164)  -0.186
C (-0.1435, -0.8636, -2.3327)  -0.046
C (-1.8531, -0.7001, 1.0152)  -0.218
C (-2.1419, 0.3970, 2.0380)  -0.082
H (0.9478, -1.7320, 1.5017)  0.064
H (2.0880, -0.4449, 1.6248)  0.048
H (1.8686, -1.2801, 0.0732)  0.045
H (0.1856, 0.8549, 1.1866)  0.090
H (0.7983, 0.6958, -0.4420)  0.083
H (-0.3531, -2.2594, -0.5342)  0.085
H (-1.7520, -1.8567, -1.4521)  0.100
H (-0.5441, 0.0605, -2.7493)  0.047
H (0.9018, -0.5740, -2.2251)  0.040
H (-0.0961, -1.5897, -3.1443)  0.056
H (-1.2723, -1.5062, 1.4635)  0.090
H (-2.7471, -1.2358, 0.6961)  0.127
H (-2.8469, 0.0462, 2.7917)  0.064
H (-2.4512, 1.2996, 1.5110)  0.063
H (-1.2727, 0.6845, 2.6296)  0.050
O (0.7110, 1.8191, 4.3946)  0.084
C (1.8441, 1.4315, 4.0038)  -0.578
O (2.4287, 0.4164, 4.5002)  0.118
C (3.6398, 0.1111, 3.8432)  -0.080
C (3.8656, 1.4517, 3.0949)  -0.119
O (2.5999, 2.0343, 3.0847)  0.049
H (4.5425, -0.0074, 4.4424)  0.136
H (3.6367, -0.6922, 3.1064)  0.123
H (4.0377, 1.2857, 2.0315)  0.128
H (4.6001, 2.1305, 3.5285)  0.137
O (1.0430, -3.6318, 6.0376)  0.127
C (0.0942, -3.0426, 5.5223)  -0.468
O (-1.0366, -3.6283, 5.0650)  0.061
C (-1.9601, -2.6876, 4.6297)  -0.109
C (-1.0929, -1.4027, 4.5233)  -0.169
O (-0.0994, -1.6749, 5.4010)  0.040
H (-2.3891, -3.0536, 3.6969)  0.129
H (-2.8140, -2.6198, 5.3037)  0.132
H (-1.5667, -0.4659, 4.8165)  0.131
H (-0.5250, -1.2135, 3.6124)  0.108
O (-5.8250, 2.3488, -3.9104)  0.158
C (-4.8011, 1.9748, -3.4164)  -0.573
O (-4.6428, 1.4377, -2.2057)  0.090
C (-3.2764, 1.2050, -1.9034)  -0.099
C (-2.6073, 1.9883, -3.0340)  -0.160
O (-3.5975, 2.2348, -3.9315)  0.082
H (-2.9617, 1.4190, -0.8820)  0.111
H (-2.9931, 0.1526, -1.9189)  0.100
H (-1.7986, 1.3654, -3.4161)  0.102
H (-2.1770, 2.9471, -2.7446)  0.118
O (-2.9799, 4.2504, -0.3038)  0.151
C (-2.1478, 4.3274, 0.5664)  -0.573
O (-1.8513, 5.4256, 1.2845)  0.061
C (-0.6319, 5.1981, 1.8914)  -0.134
C (-0.6125, 3.6709, 2.0308)  -0.141
O (-1.3595, 3.2827, 0.9107)  0.037
H (0.2396, 5.6423, 1.4104)  0.128
H (-0.6413, 5.5138, 2.9346)  0.133
H (-0.9736, 3.2656, 2.9761)  0.110
H (0.4197, 3.3221, 2.0626)  0.106
O (-4.5585, -3.3004, -1.4705)  0.142
C (-4.2397, -3.0115, -2.6012)  -0.585
O (-3.3825, -3.8020, -3.3452)  0.056
C (-2.9624, -3.0410, -4.4157)  -0.164
C (-4.1716, -2.1517, -4.6431)  -0.062
O (-4.4939, -1.9232, -3.2565)  0.062
H (-2.0840, -2.4265, -4.2181)  0.118
H (-2.8152, -3.6487, -5.3085)  0.138
H (-5.0659, -2.6019, -5.0740)  0.145
H (-3.8688, -1.1491, -4.9450)  0.138